A molecular structure, C24H33KN3O6. Source: the OMol25 dataset; level of theory: the ωB97M-V functional and the def2-TZVPD basis.

Positions of all 67 atoms, in Å:
K  0.2786  -1.7775  -1.2408
O  1.6351  -3.8734  -1.8146
O  -1.8329  -2.6949  -2.0554
O  1.0657  -1.6050  -3.5589
O  -0.8784  0.0391  -2.4119
O  -0.6979  -2.9911  0.6118
O  1.9462  -2.1426  0.4813
N  0.0009  0.3552  0.4527
N  -0.9794  4.0936  3.7509
N  0.3765  5.1487  2.3252
C  -0.2651  3.9877  2.6675
C  -0.2108  8.0788  4.5125
C  2.5694  -4.1732  -0.7787
C  0.2722  -0.8032  -4.4232
C  1.2388  -2.9485  -4.0014
C  -2.2591  -0.2974  -2.4186
C  -1.0615  7.4103  5.4122
C  3.0172  -2.9219  -0.0344
C  0.3459  7.4353  3.4272
C  -0.9175  0.5434  1.4036
C  -0.1483  2.7472  1.8889
C  2.2255  -3.6486  -3.0943
C  -1.5608  -3.9369  -0.0093
C  0.8217  2.5561  0.9121
C  0.8505  1.3536  0.2260
C  -1.3782  6.0799  5.2469
C  0.0192  6.0908  3.2706
C  -0.8274  5.4120  4.1519
C  -2.5248  -3.1888  -0.9067
C  -0.2558  0.3901  -3.6386
C  0.2092  -3.5181  1.5690
C  -1.0365  1.7072  2.1387
C  1.3663  -2.5341  1.7209
C  -2.5594  -1.7383  -2.8268
H  0.5809  1.0346  -3.3649
H  -2.8185  0.3771  -3.0768
H  -0.9345  0.9678  -4.2748
H  -3.3314  -3.8585  -1.2198
H  -0.5451  -1.4002  -4.8378
H  -2.9624  -2.3601  -0.3390
H  -2.2872  -1.9100  -3.8670
H  0.9922  -1.6138  2.1685
H  0.0127  9.1241  4.6783
H  3.7143  -3.2025  0.7630
H  0.9286  5.3100  1.5027
H  1.0003  7.9529  2.7388
H  -0.9736  -4.6507  -0.6000
H  3.4483  -4.6849  -1.1840
H  -2.1333  -4.4916  0.7411
H  -1.4720  7.9577  6.2496
H  -2.0300  5.5593  5.9351
H  0.5547  -4.5069  1.2536
H  -1.7954  1.8229  2.8994
H  -3.6368  -1.9150  -2.7451
H  0.8729  -0.4401  -5.2649
H  -1.5925  -0.2876  1.5830
H  -2.5984  -0.1231  -1.3954
H  2.0748  -4.8702  -0.1040
H  1.6263  -2.9667  -5.0251
H  0.2751  -3.4720  -3.9829
H  1.5632  3.3125  0.6913
H  2.1244  -2.9579  2.3871
H  3.1232  -3.0283  -3.0005
H  2.5109  -4.6047  -3.5441
H  -0.2860  -3.6337  2.5398
H  3.5486  -2.2597  -0.7212
H  1.6007  1.1837  -0.5400

Kohn-Sham gap (eV): 8.223
Highest occupied orbital energy (eV): -10.241
Largest force on an atom (eV Å⁻¹): 0.99
Energy above the lowest of the compared OMol25 structures with the same formula, charge and spin (eV): 1.358
Charge: +1
LUMO (eV): -2.0
M (g mol⁻¹): 498.641



A molecular structure, C8H7Br9F8O. Source: the OMol25 dataset; level of theory: the ωB97M-V functional and the def2-TZVPD basis.

Positions of all 33 atoms, in Å:
Br  -2.1946  8.9158  -5.9811
Br  -2.7503  -0.6561  -5.6869
Br  -5.4474  -4.7087  -0.8117
Br  -0.7364  0.5431  -3.2927
Br  -3.5914  -7.1975  -1.9108
Br  -4.9010  7.9013  -4.2936
Br  -3.8923  1.3065  -3.4561
Br  -1.7496  7.6751  -3.0745
Br  -5.7526  -5.7436  -3.9407
F  0.3708  -1.6039  3.3278
F  4.4224  -2.9427  1.3561
F  0.1023  0.7927  4.3963
F  5.7708  -0.4727  0.6054
F  4.5139  0.6280  1.7995
F  5.2557  -1.9167  2.8201
F  1.5420  -2.3161  5.0486
F  1.5888  0.4163  5.9509
O  2.9627  -1.7638  2.6804
C  0.7724  -0.1629  5.0942
C  2.5490  -0.6512  3.5263
C  4.2659  -1.7672  2.0481
C  4.6309  -0.5383  1.1705
C  -2.2550  0.8866  -4.5233
C  -2.9400  7.5400  -4.6844
C  1.3487  -1.2463  4.2073
C  -4.5285  -5.4831  -2.3494
H  -0.1362  -0.4763  5.6083
H  -2.7891  6.5690  -5.1561
H  3.8596  -0.4555  0.4047
H  -3.7805  -4.7580  -2.6701
H  -2.1762  1.7243  -5.2162
H  3.3909  -0.2462  4.0880
H  2.2739  0.2082  2.9149

Kohn-Sham gap (eV): 9.655
Highest occupied orbital energy (eV): -10.419
Largest force on an atom (eV Å⁻¹): 5.70
Energy above the lowest of the compared OMol25 structures with the same formula, charge and spin (eV): 2.839
LUMO (eV): -0.8
M (g mol⁻¹): 990.263



3 unconnected molecules or ions with the total composition C23H46BN6O9P3. Source: the OMol25 dataset; level of theory: the ωB97M-V functional and the def2-TZVPD basis.

Positions of all 88 atoms, in Å:
P  6.8779  -1.3324  -4.2334
P  -3.8842  2.0919  3.8365
P  0.3690  1.3544  -1.2996
O  -10.4666  -4.1522  3.9585
O  0.0579  -0.1064  -1.2088
O  -2.6926  1.2630  4.5295
O  -7.0596  0.4531  7.4819
O  6.8903  -1.2318  -5.7242
O  -6.9217  2.1375  2.9081
O  -3.8997  1.5966  2.3111
O  -3.7244  3.5300  3.9703
O  -9.5550  -4.0991  6.1469
N  1.5256  2.6509  -1.4621
N  8.3826  -2.1704  -3.9764
N  6.8751  0.3101  -3.7183
N  6.1942  -1.9739  -2.7620
N  -0.3430  1.7141  -2.8481
N  -0.4585  2.0294  0.0452
C  -8.8593  -2.2162  4.5808
C  -6.7005  0.3549  6.3355
C  -1.8990  2.2271  0.0959
C  0.0896  1.5693  1.3235
C  -0.0691  0.6737  -3.8314
C  -7.4710  -0.3904  5.3003
C  -8.8424  -1.7130  3.2810
C  6.4142  -1.3063  -1.5036
C  2.9091  2.3066  -1.1205
C  5.6412  1.0002  -4.0979
C  -5.3880  1.3968  4.5731
C  -5.4238  0.9502  5.8298
C  9.6357  -1.4905  -3.7066
C  -8.2924  -4.6586  6.5114
C  -8.1855  -1.5368  5.5915
C  -1.6973  2.2113  -3.0049
C  4.8264  -2.4946  -2.8735
C  8.5858  -3.2400  -4.9462
C  -6.6255  1.2990  3.7215
C  8.0418  1.1771  -3.7600
C  -8.1308  -0.5616  2.9771
C  1.1869  3.9932  -1.0578
C  -7.4428  0.0779  3.9885
B  -9.6472  -3.5512  4.8875
H  9.2924  -3.9679  -4.5427
H  -2.1604  2.7714  1.0008
H  9.6188  -0.9908  -2.7367
H  -2.9743  0.3411  4.5987
H  0.9532  0.3045  -3.7353
H  0.6094  0.6105  1.2299
H  5.8210  2.0360  -4.3782
H  9.9113  -0.7637  -4.4841
H  -4.5499  0.9781  6.4673
H  -2.2478  2.8572  -0.7160
H  7.8001  2.1239  -3.2735
H  -8.0673  -4.3431  7.5288
H  6.1808  -2.0150  -0.7049
H  -8.3940  -5.7424  6.5336
H  5.1514  0.5249  -4.9530
H  3.1731  1.3450  -1.5685
H  4.9323  0.9991  -3.2608
H  -0.7425  -0.1867  -3.7326
H  -4.2248  0.6854  2.3212
H  -0.6985  1.4322  2.0616
H  0.8018  2.2986  1.7272
H  -8.0861  -0.1507  1.9789
H  4.5861  -3.1257  -2.0166
H  4.7325  -3.1147  -3.7678
H  -1.9257  2.3037  -4.0681
H  1.2260  4.1431  0.0279
H  -7.4833  -4.3632  5.8442
H  -9.3565  -2.2140  2.4732
H  -8.2159  -1.8968  6.6102
H  -10.0018  -4.5504  3.2198
H  10.4379  -2.2273  -3.6400
H  5.7869  -0.4157  -1.3684
H  3.0687  2.2267  -0.0355
H  7.4560  -1.0165  -1.3790
H  7.6534  -3.7705  -5.1436
H  -0.1697  1.0868  -4.8370
H  4.0714  -1.6977  -2.9373
H  8.8663  0.7663  -3.1866
H  -2.4554  1.5548  -2.5542
H  -1.8040  3.2168  -2.5961
H  8.3904  1.3882  -4.7798
H  1.9046  4.6727  -1.5248
H  0.1983  4.2812  -1.4102
H  8.9663  -2.8705  -5.9061
H  -2.4597  1.2838  0.0822
H  3.6040  3.0485  -1.5179

Kohn-Sham gap (eV): 6.295
Highest occupied orbital energy (eV): -8.026
Largest force on an atom (eV Å⁻¹): 5.29
LUMO (eV): -1.7
M (g mol⁻¹): 654.388



A molecular structure, C3H4N4O. Source: the OMol25 dataset; level of theory: the ωB97M-V functional and the def2-TZVPD basis.

Positions of all 12 atoms, in Å:
O  -0.6633  -1.5756  -0.9954
N  -1.7347  -0.7259  1.6370
N  0.9698  1.4868  -0.3057
N  -0.7191  1.3812  1.0147
N  0.0713  2.0392  0.4003
C  0.9137  0.1896  -0.6862
C  -0.8907  -0.0732  0.7914
C  -0.2551  -0.5043  -0.2700
H  2.3153  1.7387  -0.2825
H  0.4294  -2.1053  -1.0867
H  1.3033  -0.1683  -1.6259
H  -1.7398  -1.6829  1.4088

Kohn-Sham gap (eV): 7.516
Highest occupied orbital energy (eV): -8.293
Largest force on an atom (eV Å⁻¹): 9.57
Energy above the lowest of the compared OMol25 structures with the same formula, charge and spin (eV): 7.431
LUMO (eV): -0.8
M (g mol⁻¹): 112.092



Q: Which value of Kohn-Sham gap does entry 3 give?
A: 6.295 eV



Q: What is the formula in the first record?
A: C24H33KN3O6



Q: Which of these has the lowest M?
A: C3H4N4O